Entry 1:
{
  "formula": "C39H92CdNO17",
  "method": "ωB97M-V with the def2-TZVPD basis set",
  "symbols": ["H", "H", "H", "C", "H", "C", "H", "H", "H", "H", "H", "O", "C", "C", "H", "H", "H", "H", "C", "N", "H", "H", "H", "H", "C", "H", "C", "C", "H", "C", "H", "H", "C", "O", "H", "H", "H", "O", "H", "O", "C", "H", "O", "C", "H", "H", "H", "C", "C", "H", "C", "H", "H", "O", "H", "C", "H", "C", "H", "H", "H", "H", "C", "H", "H", "Cd", "H", "H", "H", "H", "H", "H", "C", "C", "O", "O", "C", "H", "H", "O", "H", "H", "O", "C", "H", "H", "H", "H", "C", "H", "C", "O", "H", "H", "H", "C", "C", "O", "H", "H", "C", "H", "C", "H", "O", "H", "H", "C", "H", "H", "H", "H", "H", "H", "H", "H", "H", "H", "H", "H", "C", "C", "H", "C", "C", "H", "H", "H", "H", "H", "O", "H", "H", "H", "O", "H", "H", "H", "C", "O", "H", "H", "C", "C", "C", "H", "C", "H", "C", "O"],
  "coordinates": [[1.02032, 20.19960, -3.69093], [2.89154, 21.36289, -3.38986], [1.92078, 18.71961, 1.48600], [5.56848, 29.88572, -3.49598], [4.19355, 24.53760, -13.78616], [10.78623, 25.71232, -3.38177], [-5.61232, 13.40468, -6.97776], [5.10490, 14.63060, -9.23209], [4.98483, 24.81577, -16.23089], [4.31873, 12.57739, 0.18180], [-3.87101, 16.41387, -6.59390], [-7.24639, 19.31033, -0.80485], [3.15687, 30.08636, -13.03079], [0.86949, 18.72957, -9.83155], [2.34106, 14.86019, -0.58236], [-6.19304, 26.68613, -8.94919], [-1.82473, 28.26747, -3.09171], [-7.35065, 22.65667, -1.47185], [0.29788, 22.88578, -3.64580], [1.19658, 22.56272, -6.11253], [4.80551, 29.62039, -2.76414], [2.49355, 13.34381, -1.41906], [-6.57966, 23.67444, -8.42906], [3.48655, 20.83150, -6.37394], [-4.61608, 16.40384, -7.38942], [3.67803, 22.67229, -13.59213], [2.63842, 22.86663, -6.07073], [10.43671, 25.92495, -4.80732], [4.26588, 30.56829, -9.70940], [3.11437, 24.16025, -5.19188], [9.74841, 20.29054, -8.93534], [8.00863, 20.14966, -8.47535], [-4.96862, 15.07240, -7.85166], [-2.24356, 28.22161, -5.03029], [9.57387, 19.98249, -6.51067], [-7.71802, 20.46442, -2.50463], [9.68853, 25.16258, -5.02429], [3.45379, 30.60417, -14.08638], [-0.73307, 30.46446, -4.88013], [11.44269, 24.44805, -3.19580], [3.04661, 14.06232, -0.81410], [10.72952, 18.02872, -6.33419], [2.61059, 17.84104, 3.32555], [4.16290, 30.54445, -11.89123], [5.21790, 15.77740, -8.09551], [6.55860, 31.25260, -2.17855], [-7.26522, 18.50279, -1.32362], [1.32029, 20.67071, -4.62697], [8.97172, 19.64212, -8.52988], [4.14944, 12.22327, -7.60676], [1.99208, 20.03721, 3.06649], [12.18547, 24.48961, -3.80257], [-6.63538, 25.36108, -10.03917], [3.47537, 22.88341, -14.50644], [0.14355, 18.40055, -9.08801], [-1.36249, 28.55551, -4.03587], [-8.64539, 21.88247, -0.55601], [1.71746, 28.96876, -11.56261], [-0.18083, 30.23392, -3.31485], [3.06984, 18.14517, 4.11179], [-0.47266, 27.92599, -4.03988], [-1.87453, 30.71201, -3.69739], [2.56562, 29.47977, -10.37349], [-0.70380, 23.30452, -3.74261], [3.81094, 14.46195, -1.48058], [-1.42660, 27.02606, -8.23903], [0.53581, 20.13088, -11.43865], [1.24474, 19.85457, -5.34550], [-5.44801, 17.05467, -7.12036], [2.57733, 25.09090, -5.37508], [2.99628, 24.13136, -7.88457], [-6.09153, 24.71333, -7.06941], [4.61536, 14.07904, -7.05012], [3.52880, 24.29028, -14.61384], [0.72635, 28.15928, -11.36121], [5.21196, 31.11266, -12.25507], [-6.13418, 25.60871, -9.10345], [11.61560, 26.38796, -3.17257], [7.23965, 29.74866, -1.99489], [-0.87017, 20.50396, -10.14197], [-7.03866, 21.77835, 0.12387], [8.86803, 18.91978, -9.33955], [-4.76329, 25.31541, -9.11855], [2.62348, 18.86572, 2.30634], [-4.12837, 14.48969, -8.22919], [4.25681, 23.25468, -7.50738], [4.43110, 21.93447, -5.31745], [2.55098, 24.66062, -14.30591], [3.71100, 30.18623, -10.55353], [-0.83551, 20.65226, -6.16423], [-0.89002, 21.35827, -5.33559], [10.45568, 18.35830, -7.19326], [0.20906, 22.42534, -2.66182], [3.87432, 26.11626, -15.89636], [2.44858, 20.30406, 4.01964], [9.28661, 19.13186, -7.12873], [5.42252, 14.71119, -8.19252], [5.13589, 30.79932, -4.45275], [4.17565, 24.39721, -5.26704], [3.40317, 24.64354, -16.83031], [2.82168, 20.85843, -4.35358], [-0.47068, 20.99507, -9.42029], [3.94869, 25.03130, -15.96999], [4.69614, 30.28521, -5.13387], [2.05656, 29.40268, -9.17999], [1.36930, 17.93514, -10.38579], [-6.06496, 20.63949, -1.90747], [1.96900, 29.28666, -12.84411], [5.96641, 29.01367, -4.01492], [2.06393, 20.90398, 2.40948], [0.93165, 19.84338, 3.22779], [-7.59528, 24.98574, -7.78675], [-4.05228, 16.94177, -8.15156], [10.00421, 25.66341, -2.62405], [6.50923, 14.64444, -8.14048], [-1.58486, 22.08071, -5.76380], [-1.36845, 20.89940, -4.47034], [7.71928, 30.54645, -3.41997], [4.56746, 14.29967, 0.65410], [2.47373, 14.00273, 1.76341], [-6.57716, 24.69456, -8.04508], [-7.10719, 20.53797, -1.60487], [8.49270, 18.49271, -6.74235], [3.43409, 21.59318, -5.59602], [-0.06844, 19.50631, -10.78070], [-0.74253, 18.94646, -11.42897], [-5.43082, 15.06020, -8.83873], [11.25068, 25.79784, -5.52104], [0.98007, 23.70766, -3.42850], [3.65961, 18.99006, 1.99160], [4.88545, 12.68244, -7.19562], [2.99301, 24.04160, -4.11518], [3.18740, 19.83666, -4.25192], [3.55785, 14.32811, -6.96209], [0.47251, 23.65253, -6.73314], [9.83184, 26.81392, -4.98611], [5.04439, 14.32801, -6.07953], [-3.07311, 28.48614, -4.62598], [6.84861, 30.39278, -2.78247], [2.88779, 13.20508, 1.42593], [2.80705, 22.42158, -8.28919], [-4.75224, 24.37359, -9.30416], [-1.05569, 30.03221, -3.93293], [3.17610, 23.11517, -7.53365], [0.50181, 21.94137, -4.92845], [1.59562, 19.32705, -9.28033], [-7.58880, 21.81909, -0.81623], [1.39980, 28.97005, -13.70560], [3.83654, 13.51566, 0.45611], [-5.53852, 14.33631, -6.75814]],
  "e_homo_ev": -3.692,
  "gap_ha": 0.0653,
  "spin_multiplicity": 1,
  "molar_mass_g_mol": 959.567,
  "de_lowest_kcal_mol": 181.7,
  "total_charge": -1
}

---

Entry 2:
{
  "formula": "C39H94B5F20N8O5",
  "method": "ωB97M-V with the def2-TZVPD basis set",
  "symbols": ["H", "C", "O", "N", "N", "N", "B", "O", "H", "F", "H", "H", "H", "H", "H", "C", "F", "H", "H", "F", "F", "H", "C", "H", "H", "H", "H", "H", "C", "H", "H", "F", "H", "C", "C", "F", "C", "C", "H", "C", "H", "B", "H", "N", "H", "O", "C", "C", "C", "C", "N", "H", "H", "F", "H", "H", "F", "C", "H", "H", "O", "H", "C", "H", "H", "H", "H", "H", "H", "F", "F", "H", "C", "C", "H", "H", "H", "F", "H", "C", "H", "H", "F", "H", "H", "F", "F", "C", "F", "C", "H", "H", "H", "C", "H", "C", "F", "H", "H", "N", "N", "H", "H", "H", "H", "H", "H", "H", "H", "B", "H", "H", "H", "H", "F", "H", "H", "H", "B", "C", "F", "H", "C", "H", "C", "H", "H", "H", "C", "C", "H", "H", "C", "H", "H", "C", "C", "C", "C", "H", "C", "B", "F", "H", "H", "H", "H", "H", "O", "H", "H", "N", "H", "H", "H", "C", "H", "H", "H", "C", "C", "C", "C", "H", "C", "H", "F", "H", "H", "H", "H"],
  "coordinates": [[-20.12680, -4.33411, 4.67584], [-29.57492, -1.32271, 9.58832], [-20.82595, -15.99547, 6.92717], [-17.05706, -9.04860, 16.50587], [-29.93167, -3.77992, 10.25273], [-24.24145, -2.91049, 10.25384], [-24.82651, -13.37298, 10.70317], [-16.24361, -8.34390, 14.47761], [-21.19326, -13.38512, 7.15396], [-21.96237, -5.86208, 8.48563], [-31.72921, -3.26294, 11.15838], [-17.81341, -5.17413, 5.85061], [-20.58175, -6.88848, 7.09707], [-25.14241, -2.83634, 10.72226], [-20.79734, -8.00336, 5.76777], [-24.14453, -7.29016, 12.23666], [-21.42847, -8.48248, 16.33457], [-22.73092, -6.83185, 17.39330], [-18.59493, -6.88998, 1.42646], [-19.51196, -7.27806, 15.81145], [-21.20289, -3.89536, 9.37933], [-25.58615, -5.85032, 17.73308], [-23.20560, -5.88037, 19.99880], [-17.42337, -6.40816, 16.87732], [-22.12002, -5.51660, 21.78066], [-28.67505, -0.86429, 9.30109], [-23.68613, -2.81734, 8.17931], [-24.67369, -16.07749, 14.10242], [-24.55404, -5.76075, 17.36678], [-24.12346, -4.88576, 17.87784], [-25.70195, -15.59054, 15.35272], [-20.37516, -11.43675, 5.42410], [-29.86548, -1.14187, 10.66496], [-21.00599, -15.27876, 4.61358], [-24.66633, -5.61860, 15.81802], [-25.72097, -12.73426, 11.64475], [-16.57747, -6.55274, 16.21234], [-23.11266, -8.22684, 10.23412], [-16.94086, -7.34119, 6.28585], [-23.28845, -10.09756, 11.81538], [-24.59351, -6.60241, 10.14114], [-27.21259, -3.71512, 11.96461], [-24.01624, -14.25044, 6.74050], [-23.61228, -7.14642, 19.19660], [-18.37427, -9.09965, 12.29676], [-23.15617, -0.86416, 10.34681], [-31.43137, -3.94152, 10.33391], [-29.37341, -2.78275, 9.25576], [-23.73481, -6.91305, 17.79905], [-24.52566, -2.55946, 8.75609], [-21.94000, -13.97936, 6.62989], [-22.50860, -3.51175, 12.02424], [-29.53923, -4.58035, 9.73243], [-26.85739, -2.58966, 11.16168], [-20.89279, -4.77152, 6.24235], [-20.85741, -9.71067, 10.21070], [-25.02106, -14.76810, 10.80423], [-17.83162, -7.11871, 6.87706], [-31.58902, -4.98869, 10.56948], [-15.72486, -6.39290, 16.83461], [-28.85490, -3.29154, 8.31538], [-25.22211, -6.37227, 15.34263], [-21.21156, -15.25680, 6.10367], [-18.25414, -10.80896, 12.77113], [-29.51572, -3.51943, 11.22465], [-22.44867, -8.28596, 13.38345], [-20.68557, -6.33209, 2.70959], [-24.22286, -6.26822, 12.59798], [-18.30987, -6.14354, 3.79092], [-25.25437, -12.96327, 9.39944], [-19.46960, -9.59672, 15.69658], [-24.71137, -8.01025, 20.81193], [-26.85656, -16.37661, 12.73827], [-22.57108, -2.45471, 12.01521], [-23.12957, -15.11442, 7.99848], [-24.56823, -14.46322, 14.57717], [-21.89396, -15.45277, 4.02033], [-19.40983, -8.64916, 17.73140], [-24.20320, -7.80388, 17.38307], [-25.25818, -15.26949, 14.41369], [-18.70122, -9.02970, 6.22654], [-20.69619, -9.77892, 13.23893], [-26.36535, -3.88792, 13.09412], [-28.46182, -15.23910, 12.03745], [-22.65584, -10.66900, 12.48564], [-21.51051, -11.27209, 7.57974], [-28.57935, -3.61633, 12.42790], [-19.26571, -7.65811, 1.80413], [-23.51040, -13.08089, 11.00704], [-24.83824, -7.75638, 19.74867], [-19.94732, -7.91740, 1.00881], [-17.84208, -9.47804, 16.06045], [-15.57619, -10.40119, 15.78490], [-22.71381, -6.31401, 21.37723], [-27.40582, -16.14659, 10.73639], [-23.11427, -14.21233, 7.38511], [-27.04835, -4.83965, 11.07288], [-23.86036, -3.85602, 10.33101], [-20.45671, -8.32533, 11.13197], [-22.49078, -8.85422, 11.49150], [-26.25206, -14.97527, 13.36055], [-26.10321, -14.25023, 12.69799], [-23.34133, -2.10021, 12.74685], [-17.43084, -7.00353, 7.89154], [-24.67463, -1.47297, 8.78455], [-22.39144, -5.53211, 19.38523], [-31.90494, -3.69363, 9.34824], [-27.03612, -14.62390, 14.00841], [-23.70567, -5.50402, 15.39819], [-21.59121, -5.18331, 9.66430], [-24.24547, -9.79719, 12.28080], [-25.44896, -3.03293, 8.43142], [-18.71669, -8.57816, 2.05118], [-21.62794, -7.73840, 18.81625], [-20.57280, -5.93333, 10.26941], [-20.47832, -14.33358, 4.31026], [-20.90682, -7.45543, 20.93690], [-20.69506, -11.26889, 12.32368], [-19.99804, -8.50584, 16.36328], [-20.34560, -10.16540, 12.29233], [-21.80772, -9.66544, 5.95829], [-22.67588, -9.07729, 19.28895], [-20.58453, -5.21745, 5.24882], [-23.47210, -10.70654, 10.92762], [-22.44671, -8.03329, 19.56501], [-21.50248, -5.63379, 4.77532], [-18.91706, -5.33548, 7.13993], [-15.34172, -9.74805, 17.53734], [-18.90925, -8.18119, 6.83841], [-21.00192, -9.28081, 11.21544], [-22.13373, -13.24781, 5.91938], [-20.67621, -8.01327, 3.39934], [-23.24448, -1.91919, 10.86272], [-24.95445, -8.72293, 19.19560], [-24.90501, -7.88816, 12.77583], [-16.54466, -7.94524, 15.55230], [-15.99836, -10.14769, 16.79189], [-20.10493, -7.42541, 6.27435], [-20.04016, -7.18359, 3.02959], [-22.05555, -8.37386, 21.81719], [-22.71476, -7.80783, 12.42892], [-21.54721, -11.01912, 6.14922], [-22.70992, -5.16106, 10.56243], [-20.24239, -16.03765, 4.44938], [-23.27673, -9.04002, 9.49420], [-22.06913, -6.94930, 12.23335], [-25.21621, -4.70476, 15.62412], [-18.51112, -7.81649, 4.33443], [-26.41369, -17.36726, 13.17540], [-28.56122, -17.00525, 11.82652], [-21.55147, -1.99271, 12.26984], [-19.59377, -6.30836, 5.39211], [-17.43242, -8.65107, 17.38178], [-18.54652, -10.31284, 11.11660], [-22.39941, -7.47474, 9.81023], [-24.42650, -7.52120, 10.68389], [-25.33765, -8.14174, 10.60630], [-25.72407, -7.08402, 19.68817], [-30.32892, -0.90372, 8.96702], [-27.89577, -16.14799, 11.69051], [-19.06927, -6.87409, 4.12643], [-22.00008, -7.68020, 21.00720], [-18.44871, -5.88272, 6.36758], [-23.56013, -6.48997, 22.08478], [-18.83197, -10.07900, 12.13379], [-24.10814, -5.24466, 19.85215], [-22.57866, -11.73243, 5.57756], [-19.08721, -8.56545, 7.86291], [-16.44074, -11.02398, 17.18554], [-16.62914, -5.75526, 15.46285], [-23.06385, -13.38875, 8.06617]],
  "e_homo_ev": -15.822,
  "gap_ha": 0.4112,
  "spin_multiplicity": 1,
  "molar_mass_g_mol": 1189.252,
  "total_charge": 3
}